1.
The following is a quantum chemistry calculation of a single C5H12O molecule, from the Open Molecules 2025 dataset.

Last column: Mulliken charge in e.
CARTESIAN COORDINATES (ANGSTROEM)
C: -0.51237 2.10593 0.89414  -1.192
C: -0.58501 0.58453 0.83664  -0.206
O: 0.39985 -0.03777 -0.03978  -0.077
C: 0.05629 -1.59021 -0.56675  -0.542
C: -0.61291 -1.39247 -1.89053  -0.888
C: 1.71673 -0.31982 0.49569  -0.752
H: -0.73418 2.56033 -0.07632  0.295
H: 0.46469 2.45618 1.23740  0.314
H: -1.26353 2.47393 1.60799  0.373
H: -0.48123 0.14130 1.83341  0.332
H: -1.55341 0.27623 0.43051  0.369
H: -0.68301 -1.81894 0.22168  0.161
H: -0.87503 -2.41849 -2.18208  0.365
H: 0.08950 -1.02212 -2.64899  0.230
H: -1.53320 -0.78440 -1.94365  0.262
H: 2.06769 0.54798 1.05324  0.328
H: 2.34984 -0.53493 -0.36248  0.281
H: 1.68930 -1.22726 1.09987  0.347

Its total charge is 0. The value obtained for the energy relative to the best compared isomer or geometry (same formula, charge and spin) is 109.5 kcal/mol. The value obtained for the gap between HOMO and LUMO is 7.62 eV.

---

2.
The following is a quantum chemistry calculation of a single C5H12O molecule, from the Open Molecules 2025 dataset.

Last column: Mulliken charge in e.
CARTESIAN COORDINATES (ANGSTROEM)
C: -1.22242 0.74209 -1.01366  -1.344
C: -0.59930 -0.36815 -0.16441  0.654
C: -1.66326 -1.04206 0.70134  -1.567
C: 0.55127 0.17761 0.69079  -0.733
C: 1.82545 0.47992 -0.10539  -0.508
O: 2.82194 -0.44334 0.30487  -0.525
H: -0.47035 1.27234 -1.61063  0.348
H: -1.71384 1.48200 -0.36792  0.339
H: -1.97703 0.34730 -1.70333  0.372
H: -0.17741 -1.12893 -0.83832  0.221
H: -2.12060 -0.32065 1.39112  0.323
H: -1.23071 -1.85166 1.30002  0.387
H: -2.46400 -1.46727 0.08508  0.393
H: 0.20582 1.07355 1.22468  0.341
H: 0.83159 -0.55644 1.45521  0.358
H: 2.16187 1.51447 0.06148  0.308
H: 1.62920 0.37392 -1.18544  0.333
H: 3.61178 -0.28468 -0.22551  0.299

Its total charge is 0. The value obtained for the energy relative to the best compared isomer or geometry (same formula, charge and spin) is 8.1 kcal/mol. The SMILES is CC(C)CCO. The value obtained for the gap between HOMO and LUMO is 11.23 eV.

---

3.
The following is a quantum chemistry calculation of 2 unconnected molecules or ions with the total composition C5H12O, from the Open Molecules 2025 dataset.

Last column: Mulliken charge in e.
CARTESIAN COORDINATES (ANGSTROEM)
C: 1.85511 -0.29733 -0.73481  -1.185
C: 0.73548 -1.15768 -0.21958  -0.030
C: -0.57477 -0.95995 -0.40003  0.576
C: -1.64765 -1.86383 0.12465  -1.196
O: -1.12672 0.08772 -1.08269  -0.541
H: 2.57541 -0.89523 -1.30493  0.340
H: 2.40660 0.18105 0.08393  0.280
H: 1.51860 0.50465 -1.40460  0.297
H: 1.02090 -2.03406 0.35660  0.255
H: -1.21957 -2.73112 0.63252  0.313
H: -2.28429 -2.21105 -0.69636  0.300
H: -2.28995 -1.31928 0.82534  0.279
H: -0.42398 0.69779 -1.34233  0.292
C: -0.10928 2.39921 1.03215  -0.940
H: 0.30421 1.41596 1.27540  0.177
H: -0.04941 3.04849 1.90937  0.318
H: -1.15309 2.28334 0.72998  0.246
H: 0.46243 2.85132 0.21538  0.221

Its total charge is 0. The value obtained for the energy relative to the best compared isomer or geometry (same formula, charge and spin) is 15.9 kcal/mol. The SMILES is C/C=C(/C)O.C. The value obtained for the gap between HOMO and LUMO is 9.38 eV.

---

4.
The following is a quantum chemistry calculation of a single C5H12O molecule, from the Open Molecules 2025 dataset.

Last column: Mulliken charge in e.
CARTESIAN COORDINATES (ANGSTROEM)
C: 1.91666 -0.28369 -0.56238  -0.592
O: 1.24143 -0.02482 0.63934  -0.430
C: -0.13012 0.00997 0.35325  1.370
C: -0.45494 1.05341 -1.02548  -1.396
C: -0.66413 -1.39987 0.03007  -1.552
C: -0.81406 0.59675 1.60434  -1.556
H: 1.31562 0.26463 -1.29633  0.271
H: 1.90507 -1.35004 -0.82391  0.237
H: 2.94109 0.07797 -0.47448  0.283
H: 0.00301 1.15239 -2.05787  0.398
H: -1.48128 0.80570 -1.28279  0.361
H: -0.37038 2.08099 -0.66213  0.334
H: -0.33768 -1.69309 -0.96920  0.420
H: -0.33087 -2.18721 0.72758  0.371
H: -1.75718 -1.38828 0.05019  0.377
H: -1.06726 -0.13237 2.39470  0.363
H: -0.16928 1.35232 2.06703  0.377
H: -1.74571 1.06524 1.28808  0.363

Its total charge is 0. The value obtained for the energy relative to the best compared isomer or geometry (same formula, charge and spin) is 41.7 kcal/mol. The SMILES is COC(C)(C)C. The value obtained for the gap between HOMO and LUMO is 10.58 eV.

---

5.
The following is a quantum chemistry calculation of a single C5H12O2 molecule, from the Open Molecules 2025 dataset.

Last column: Mulliken charge in e.
CARTESIAN COORDINATES (ANGSTROEM)
C: 2.33035 0.20429 1.37044  -1.212
C: 0.89343 0.64264 1.08902  -0.445
C: 0.31311 -0.04754 -0.14977  -0.087
O: 0.24973 -1.44537 0.02969  -0.615
C: -1.13246 0.33574 -0.49024  0.250
C: -1.53812 -0.13843 -1.87633  -1.417
O: -1.94094 -0.37448 0.51704  -0.655
H: 2.37798 -0.88406 1.46755  0.286
H: 3.00498 0.49745 0.55712  0.308
H: 2.71326 0.65068 2.29501  0.378
H: 0.25984 0.39946 1.95135  0.266
H: 0.85086 1.73233 0.95254  0.283
H: 0.92503 0.23579 -1.02311  0.397
H: -0.64101 -1.47700 0.47004  0.467
H: -1.25669 1.42360 -0.38505  0.331
H: -1.22427 -1.18120 -1.99106  0.328
H: -2.62557 -0.05994 -1.94985  0.411
H: -1.11242 0.43853 -2.70590  0.379
H: -2.59221 -0.98319 0.12802  0.345

Its total charge is 0. The value obtained for the energy relative to the best compared isomer or geometry (same formula, charge and spin) is 19.8 kcal/mol. The SMILES is CC[C@@H](O)[C@@H](C)O. The value obtained for the gap between HOMO and LUMO is 10.75 eV.

---

6.
The following is a quantum chemistry calculation of 3 unconnected molecules or ions with the total composition C5H12O2, from the Open Molecules 2025 dataset.

Last column: Mulliken charge in e.
CARTESIAN COORDINATES (ANGSTROEM)
C: 0.86775 -0.86407 1.75077  -0.794
C: 0.37924 -1.13667 0.51414  -0.210
C: 0.87812 -0.58653 -0.72265  0.995
C: 1.30853 0.70275 -0.80349  -0.817
C: 0.99095 -1.50499 -1.82332  -1.310
H: 1.42045 0.07884 1.88970  0.223
H: 0.96870 -1.61294 2.63796  0.196
H: -0.28373 -2.00638 0.35967  0.257
H: 1.51501 1.07487 -1.79938  0.313
H: 1.09811 1.28488 0.16962  0.154
H: 1.28664 -0.97736 -2.70938  0.381
H: 1.85366 -2.20633 -1.65721  0.276
H: 0.05014 -2.08888 -2.00203  0.342
O: -2.04957 0.41553 3.61655  -0.653
H: -1.65490 0.57572 2.76019  0.330
H: -1.53536 0.84702 4.30999  0.315
O: -1.37764 2.23603 -2.58450  -0.644
H: -1.67108 1.29152 -2.81492  0.324
H: -2.17749 2.86356 -2.89330  0.321

Its total charge is 0. The value obtained for the energy relative to the best compared isomer or geometry (same formula, charge and spin) is 71.5 kcal/mol. The SMILES is C=CC(=C)C.O.O. The value obtained for the gap between HOMO and LUMO is 9.11 eV.

---

7.
The following is a quantum chemistry calculation of a single C5H12O2 molecule, from the Open Molecules 2025 dataset.

Last column: Mulliken charge in e.
CARTESIAN COORDINATES (ANGSTROEM)
C: -2.27507 -0.42360 -1.65333  -1.058
C: -1.38980 0.79644 -1.87661  -0.238
O: -0.11437 0.66552 -1.28433  -0.328
C: -0.10995 0.71684 0.12209  -0.321
C: 1.20048 0.10608 0.57866  -0.494
O: 1.12786 -0.13082 1.96127  -0.307
C: 2.25020 -0.84253 2.41130  -0.700
H: -2.54340 -0.55488 -0.60004  0.309
H: -1.74936 -1.32484 -1.98244  0.266
H: -3.20392 -0.33419 -2.22557  0.376
H: -1.88836 1.71146 -1.51822  0.285
H: -1.19313 0.91898 -2.94720  0.290
H: -0.21623 1.75191 0.48001  0.233
H: -0.92672 0.12652 0.55727  0.249
H: 1.34162 -0.83863 0.02988  0.308
H: 2.04964 0.76424 0.33083  0.295
H: 3.17248 -0.25143 2.29786  0.285
H: 2.37301 -1.78377 1.85097  0.305
H: 2.09502 -1.07331 3.46759  0.244

Its total charge is 0. The value obtained for the energy relative to the best compared isomer or geometry (same formula, charge and spin) is 38.1 kcal/mol. The SMILES is CCOCCOC. The value obtained for the gap between HOMO and LUMO is 10.87 eV.

---

8.
The following is a quantum chemistry calculation of 3 unconnected molecules or ions with the total composition C5H12O2, from the Open Molecules 2025 dataset.

Last column: Mulliken charge in e.
CARTESIAN COORDINATES (ANGSTROEM)
C: 2.25411 -0.52533 -0.59131  -0.811
C: 0.97857 -0.24946 -0.84055  -0.092
C: 0.51375 1.11302 -1.19867  0.558
C: 1.22764 2.20526 -0.95213  -0.821
C: -0.70692 1.17299 -2.10240  -1.167
H: 3.03832 0.08865 -1.01616  0.243
H: 2.55550 -1.44869 -0.13270  0.267
H: 0.18611 -0.98006 -0.74658  0.355
H: 0.87129 3.22393 -0.89496  0.280
H: 2.26843 2.17047 -0.63492  0.226
H: -0.45926 0.67613 -3.03264  0.295
H: -1.53154 0.70788 -1.56646  0.273
H: -0.97659 2.20258 -2.31843  0.388
O: -0.96869 -0.17488 1.70336  -0.627
H: -0.61895 0.55095 1.17012  0.331
H: -1.82106 0.07986 2.08173  0.307
O: -2.17997 -2.69252 2.81319  -0.640
H: -2.25838 -3.64206 2.66730  0.307
H: -1.44204 -2.36220 2.28539  0.330

Its total charge is 0. The value obtained for the energy relative to the best compared isomer or geometry (same formula, charge and spin) is 52.0 kcal/mol. The SMILES is C=CC(=C)C.O.O. The value obtained for the gap between HOMO and LUMO is 9.60 eV.

---

9.
The following is a quantum chemistry calculation of 2 unconnected molecules or ions with the total composition C5H12O2, from the Open Molecules 2025 dataset.

Last column: Mulliken charge in e.
CARTESIAN COORDINATES (ANGSTROEM)
C: -2.01879 -2.92314 0.26482  -1.236
C: -1.21309 -2.04650 -0.69216  -0.177
C: 0.00345 -1.40051 -0.07692  -0.661
C: 0.73937 -0.36134 -0.41479  -0.040
C: 1.90334 0.00725 0.48134  -0.268
O: 2.99861 0.54146 -0.26791  -0.519
H: -2.19241 -2.67282 1.32561  0.380
H: -1.74410 -3.97690 0.31092  0.329
H: -3.09185 -2.80733 -0.05244  0.332
H: -1.81071 -1.12905 -0.89618  0.262
H: -0.96295 -2.65800 -1.61758  0.230
H: 0.20724 -1.96996 0.82635  0.273
H: 0.54397 0.24542 -1.28627  0.312
H: 2.33328 -0.94799 0.81555  0.274
H: 1.74289 0.69920 1.30646  0.234
H: 2.66468 1.08353 -0.98899  0.276
O: -0.04099 6.51509 0.53050  -0.644
H: -0.14774 6.38464 -0.40701  0.320
H: 0.08580 7.41696 0.83871  0.324

Its total charge is 0. The value obtained for the energy relative to the best compared isomer or geometry (same formula, charge and spin) is 55.7 kcal/mol. The SMILES is CC/C=C/CO.O. The value obtained for the gap between HOMO and LUMO is 10.25 eV.

---

10.
The following is a quantum chemistry calculation of 2 unconnected molecules or ions with the total composition C5H12O2, from the Open Molecules 2025 dataset.

Last column: Mulliken charge in e.
CARTESIAN COORDINATES (ANGSTROEM)
C: -0.54375 1.88097 0.51214  -0.909
C: -0.13202 0.62857 0.74701  0.849
C: -0.75740 -0.25662 1.78090  -1.308
O: 1.14230 0.07907 0.27403  -0.336
C: 2.04409 0.93755 -0.40999  -0.787
H: -1.34978 2.30661 1.10216  0.295
H: -0.09167 2.52918 -0.22759  0.283
H: -1.73637 -0.61223 1.44393  0.250
H: -0.12254 -1.12115 1.99924  0.297
H: -0.88496 0.28746 2.72253  0.416
H: 2.28203 1.82584 0.19148  0.346
H: 1.62334 1.23984 -1.37783  0.332
H: 2.95581 0.36834 -0.61826  0.239
C: -0.86309 -2.03964 -1.33490  -0.527
O: -0.74048 -0.73109 -1.86839  -0.574
H: -1.04013 -2.74077 -2.15591  0.279
H: -1.72271 -2.06940 -0.66066  0.195
H: 0.04970 -2.32871 -0.80568  0.228
H: -0.11237 -0.18379 -1.31420  0.432

Its total charge is 0. The value obtained for the energy relative to the best compared isomer or geometry (same formula, charge and spin) is 54.6 kcal/mol. The SMILES is C=C(C)OC.CO. The value obtained for the gap between HOMO and LUMO is 10.14 eV.

---

11.
The following is a quantum chemistry calculation of 2 unconnected molecules or ions with the total composition C5H12O2, from the Open Molecules 2025 dataset.

Last column: Mulliken charge in e.
CARTESIAN COORDINATES (ANGSTROEM)
C: 1.69547 -1.05534 -0.62971  -0.787
O: 0.84866 -0.35271 0.25979  -0.431
C: -0.48347 -0.11658 -0.22396  0.785
C: -1.18516 -1.39797 -0.66061  -1.583
C: -1.27593 0.57711 0.88436  -1.337
C: 0.47450 2.61716 1.18548  -0.532
O: 0.95401 2.44919 -0.02232  -0.262
H: 1.39364 -2.10141 -0.76173  0.300
H: 2.69804 -1.04292 -0.19442  0.271
H: 1.73159 -0.57728 -1.62079  0.337
H: -0.39840 0.55134 -1.09584  0.292
H: -1.23615 -2.10792 0.17188  0.338
H: -0.69281 -1.88097 -1.51091  0.415
H: -2.20705 -1.15411 -0.96692  0.445
H: -1.11579 0.05962 1.83633  0.381
H: -2.33937 0.55293 0.64271  0.397
H: -1.06467 1.65228 1.01724  0.369
H: 0.80582 1.74470 1.80461  0.227
H: 1.39709 1.58287 -0.11519  0.376

Its total charge is 0. The value obtained for the energy relative to the best compared isomer or geometry (same formula, charge and spin) is 99.3 kcal/mol. The value obtained for the gap between HOMO and LUMO is 9.22 eV.

---

12.
The following is a quantum chemistry calculation of a molecular structure, C5H12O2, from the Open Molecules 2025 dataset.

Last column: Mulliken charge in e.
CARTESIAN COORDINATES (ANGSTROEM)
C: -2.49039 -0.30192 -1.03675  -1.269
C: -1.25958 -0.78134 -0.28490  -0.503
C: -0.12693 0.22804 -0.30155  -0.237
O: -0.47393 1.48512 0.21192  -0.574
C: 1.05845 -0.33248 0.61364  0.365
C: 2.24420 0.32803 0.01964  -1.017
O: 1.03382 0.16744 1.92718  -0.613
H: -2.82971 0.65505 -0.62972  0.295
H: -2.27475 -0.15785 -2.10301  0.318
H: -3.30452 -1.02713 -0.95268  0.381
H: -1.49014 -0.97227 0.77099  0.285
H: -0.88435 -1.72468 -0.71076  0.290
H: 0.17272 0.40532 -1.35940  0.370
H: -0.26340 1.39191 1.15920  0.429
H: 1.08001 -1.43869 0.57813  0.341
H: 2.03215 1.38760 -0.15125  0.389
H: 3.03142 0.44234 1.14147  0.155
H: 2.61035 -0.17233 -0.89687  0.331
H: 2.13455 0.41784 2.00471  0.266

Its total charge is 0. The value obtained for the energy relative to the best compared isomer or geometry (same formula, charge and spin) is 63.4 kcal/mol. The value obtained for the gap between HOMO and LUMO is 10.74 eV.

---

no.,LUMO level (eV),HOMO level (eV)
1,0.9,-6.72
2,1.0,-10.22
3,0.9,-8.50
4,1.0,-9.61
5,0.8,-9.91
6,0.6,-8.49
7,1.1,-9.76
8,0.7,-8.87
9,0.9,-9.38
10,0.9,-9.20
11,0.8,-8.42
12,0.8,-9.97